No. 1
Molecular formula: FH16O8V
Method: DFT, ωB97M-V with the def2-TZVPD basis set

Geometry (Å):
V  -0.212  1.665  1.636
F  -0.258  0.054  0.337
O  -1.925  0.488  -1.549
H  -1.248  0.482  -0.889
H  -1.465  0.560  -2.415
O  -2.098  0.731  2.332
H  -2.688  0.806  1.603
H  -2.771  0.722  3.044
O  2.231  -0.533  -0.700
H  1.240  -0.440  -0.611
H  2.536  -0.847  0.147
O  2.011  1.404  1.473
H  2.579  1.210  2.201
H  2.565  1.264  0.709
O  0.327  -1.677  -2.795
H  0.030  -1.761  -1.870
H  0.872  -0.921  -2.838
O  1.012  -1.841  1.444
H  0.409  -2.580  1.555
H  0.485  -1.218  0.969
O  0.694  2.575  -0.719
H  0.676  3.494  -0.751
H  0.314  2.250  -1.565
O  -1.517  -2.206  -0.344
H  -2.467  -2.297  -0.447
H  -1.321  -1.378  0.039

Calculated values
- E_LUMO (alpha / beta): -5.62 / -5.75 eV
- Charge: +1
- Kohn-Sham gap (alpha / beta): 7.54 / 7.41 eV
- HOMO (alpha / beta): -13.16 / -13.16 eV
- Spin multiplicity: 4



No. 2
Molecular formula: C7H33NO9
Method: DFT, ωB97M-V with the def2-TZVPD basis set

Geometry (Å):
C  -1.405  -1.164  1.952
C  -0.211  -1.831  1.077
N  -0.320  -1.516  -0.372
C  -1.392  -2.140  -1.141
C  -2.414  -1.037  -1.527
C  -1.396  0.108  -1.926
C  -0.456  -0.093  -0.583
C  0.997  0.567  -0.651
H  -2.348  -1.447  1.790
H  -1.321  -0.059  1.837
H  -1.418  -1.387  3.005
H  0.776  -1.530  1.497
H  -0.244  -2.920  1.337
H  -1.870  -3.000  -0.590
H  -0.935  -2.671  -2.053
H  -3.160  -1.362  -2.300
H  -3.004  -0.702  -0.670
H  -0.788  -0.243  -2.821
H  -1.720  1.186  -2.004
H  -1.332  0.270  0.121
H  1.461  0.616  0.304
H  1.015  1.512  -1.057
H  1.611  -0.080  -1.273
H  4.630  -1.886  0.097
H  5.499  -0.754  0.500
O  5.250  -1.563  0.784
H  -0.754  -5.311  0.013
H  -1.366  -4.794  1.347
O  -1.606  -5.233  0.535
H  3.119  3.393  1.665
H  2.569  4.040  0.290
O  2.970  4.204  1.229
H  1.313  -3.095  -0.614
H  1.930  -3.782  -1.817
O  1.627  -3.985  -0.930
H  -3.105  3.781  1.285
H  -3.949  3.527  0.071
O  -4.044  3.747  1.009
H  0.180  3.772  -0.096
H  0.794  3.659  -1.674
O  0.939  3.775  -0.756
H  1.321  -1.142  -2.613
H  0.788  -2.356  -3.254
O  1.614  -2.034  -2.840
H  -0.463  3.575  1.503
H  -0.993  2.450  0.558
O  -1.162  3.377  0.786
H  1.428  4.312  2.579
H  0.768  3.414  3.620
O  0.576  3.833  2.773

Calculated values
- E_LUMO (alpha / beta): -3.00 / -7.97 eV
- Charge: +1
- Kohn-Sham gap (alpha / beta): 10.36 / 5.39 eV
- HOMO (alpha / beta): -13.36 / -13.36 eV
- Spin multiplicity: 2



No. 3
Molecular formula: C40H33AsF12MnN3O5
Method: DFT, ωB97M-V with the def2-TZVPD basis set

Geometry (Å):
Mn  0.426  -0.424  0.558
C  -3.921  4.522  1.722
C  -2.939  3.385  1.814
C  -1.740  3.518  2.504
C  -0.895  2.440  2.658
C  -1.179  1.193  2.080
N  -0.303  0.111  2.240
C  0.247  -0.077  3.512
C  -0.465  0.360  4.647
C  0.078  0.344  5.911
C  1.374  -0.113  6.121
C  2.022  -0.056  7.479
C  2.030  -0.670  5.038
C  1.484  -0.697  3.756
C  2.234  -1.457  2.666
O  1.801  -1.298  1.393
C  3.765  -1.120  2.702
F  4.325  -1.305  1.502
F  4.450  -1.899  3.575
F  4.002  0.149  3.061
C  2.064  -2.985  2.966
F  2.243  -3.335  4.249
F  0.816  -3.358  2.631
F  2.913  -3.733  2.236
C  -2.335  1.087  1.294
C  -3.215  2.162  1.215
C  -2.496  -0.186  0.454
O  -1.386  -0.404  -0.338
C  -3.704  -0.077  -0.501
F  -4.893  0.013  0.123
F  -3.586  1.013  -1.286
F  -3.776  -1.135  -1.325
C  -2.762  -1.439  1.392
F  -3.690  -2.287  0.907
F  -1.654  -2.180  1.553
F  -3.191  -1.081  2.612
H  -3.450  5.468  1.988
H  -4.753  4.359  2.409
H  -4.332  4.603  0.715
H  -1.471  4.477  2.933
H  0.024  2.541  3.220
H  -1.473  0.724  4.510
H  -0.508  0.708  6.747
H  1.760  0.867  7.996
H  3.106  -0.105  7.389
H  1.695  -0.892  8.102
H  3.006  -1.101  5.214
H  -4.142  2.077  0.668
C  3.032  4.762  0.445
O  2.994  3.479  1.057
C  2.031  2.599  0.753
O  2.021  1.506  1.262
N  1.056  3.021  -0.107
N  0.126  2.061  -0.486
H  3.890  5.268  0.877
H  2.127  5.336  0.658
H  3.179  4.680  -0.635
H  1.185  3.832  -0.686
H  0.345  1.630  -1.369
H  -0.819  2.423  -0.470
O  1.146  -0.681  -1.364
As  0.313  -1.202  -2.702
C  1.723  -1.327  -4.045
C  3.001  -1.689  -3.629
C  4.053  -1.676  -4.531
C  3.833  -1.297  -5.848
C  2.559  -0.946  -6.269
C  1.503  -0.968  -5.371
C  -0.874  -0.011  -3.675
C  -2.073  -0.446  -4.216
C  -2.852  0.432  -4.956
C  -2.437  1.740  -5.151
C  -1.210  2.160  -4.656
C  -0.419  1.276  -3.943
C  -0.495  -2.934  -2.525
C  -0.979  -3.590  -3.651
C  -1.624  -4.806  -3.500
C  -1.752  -5.371  -2.238
C  -1.216  -4.738  -1.127
C  -0.588  -3.510  -1.266
H  3.160  -1.963  -2.592
H  5.047  -1.957  -4.210
H  4.656  -1.279  -6.551
H  2.384  -0.646  -7.295
H  0.509  -0.696  -5.702
H  -2.406  -1.461  -4.055
H  -3.793  0.100  -5.373
H  -3.063  2.428  -5.703
H  -0.862  3.167  -4.847
H  0.582  1.561  -3.635
H  -0.844  -3.152  -4.634
H  -2.024  -5.316  -4.366
H  -2.273  -6.313  -2.125
H  -1.289  -5.197  -0.150
H  -0.173  -2.992  -0.408

Calculated values
- E_LUMO (alpha / beta): -0.26 / 0.05 eV
- Charge: 0
- Kohn-Sham gap (alpha / beta): 6.52 / 6.99 eV
- HOMO (alpha / beta): -6.78 / -6.94 eV
- Spin multiplicity: 5



> Which of these has the highest spin multiplicity?

C40H33AsF12MnN3O5